The following is a DFT calculation (ωB97M-V with the def2-TZVPD basis set) of a structure of composition C31H23BrF4IrNO7PSe at a distorted geometry.

## Properties
Net charge   -1
LUMO (alpha / beta)   1.87 / 1.87 eV
Energy   -7597.0847 Ha
Molar mass   979.57 u

Element x y z (Å)
Ir1 -0.7068 -0.7718 0.4014
F1 3.0789 -0.3683 -6.4176
C1 2.5862 -0.0624 -5.2127
C2 3.3191 0.7153 -4.3368
F2 4.5240 1.1710 -4.7007
C3 2.7927 1.0206 -3.0909
F3 3.5413 1.8272 -2.3316
C4 1.5583 0.5545 -2.6599
P1 0.9452 0.8639 -0.9107
C5 0.5661 2.6489 -1.1206
C6 -0.0929 3.0099 -2.2949
C7 -0.4937 4.3190 -2.5118
C8 -0.2361 5.2901 -1.5568
C9 0.4020 4.9353 -0.3774
C10 0.7872 3.6231 -0.1507
C11 2.5060 0.6087 0.0299
C12 3.3120 1.6354 0.5126
C13 4.4173 1.3521 1.2963
C14 4.7332 0.0380 1.6113
C15 3.9353 -0.9881 1.1352
C16 2.8239 -0.7062 0.3535
C17 0.8028 -0.1423 -3.6015
Br1 -1.0397 -0.4657 -3.3546
C18 1.3150 -0.4703 -4.8464
F4 0.5932 -1.1455 -5.7497
H1 -0.3047 2.2629 -3.0491
H2 -1.0116 4.5757 -3.4268
H3 -0.5443 6.3139 -1.7234
H4 0.5854 5.6798 0.3859
H5 1.2116 3.3523 0.8052
H6 3.0918 2.6651 0.2741
H7 5.0291 2.1645 1.6668
H8 5.5887 -0.1805 2.2376
H9 4.1529 -2.0166 1.3920
H10 2.1839 -1.5055 0.0143
O1 0.5621 2.2068 3.1080
C19 -0.1042 1.4655 2.4081
O2 0.0531 1.2233 1.1567
C20 -1.3986 0.8453 2.9036
C21 -1.7914 0.9562 4.2486
C22 -3.0153 0.4813 4.6047
C23 -3.8702 -0.0476 3.6134
C24 -5.1850 -0.4891 3.8988
C25 -5.9833 -0.9707 2.9052
C26 -5.5013 -1.0343 1.5770
C27 -4.2338 -0.6339 1.2767
C28 -3.3887 -0.1359 2.2948
N1 -2.1314 0.2845 1.9630
H11 -1.1017 1.4069 4.9465
H12 -3.3510 0.5085 5.6342
H13 -5.5375 -0.4387 4.9208
H14 -6.9863 -1.3088 3.1275
H15 -6.1438 -1.4158 0.7943
H16 -3.8381 -0.7042 0.2740
C29 1.4811 -3.7031 -1.6738
C30 0.2463 -3.3185 -0.8676
C31 -1.0124 -3.8882 -1.4999
O3 0.2352 -1.8984 -0.8466
H17 1.6052 -4.7879 -1.6771
H18 2.3796 -3.2560 -1.2504
H19 1.3832 -3.3618 -2.7079
H20 0.3522 -3.7276 0.1413
H21 -1.1226 -3.5201 -2.5184
H22 -1.8942 -3.6165 -0.9218
H23 -0.9450 -4.9767 -1.5321
O4 0.1208 -1.7872 2.0960
Se1 -1.1571 -2.8815 2.2955
O5 -2.0171 -2.5739 3.6232
O6 -1.9549 -2.2894 0.8779
O7 -0.7069 -4.4164 2.1142